# 1
The following is a DFT calculation (ωB97M-V/def2-TZVPD) of a cluster of 3 separate species, C35H47F8N3O10S in total in a non-equilibrium geometry.

Geometry (Å):
C1 2.659224 0.351181 -4.000628
O1 1.313245 0.531277 -3.596799
C2 1.208118 0.442905 -2.184070
C3 -0.098909 1.059006 -1.673843
C4 -1.291300 0.952514 -2.638097
C5 -1.877234 -0.464831 -2.795043
C6 -1.819793 -1.330623 -1.529117
C7 -2.636033 -0.769341 -0.362472
C8 -2.582655 -1.680338 0.875501
C9 -1.155851 -1.920113 1.389954
C10 -0.503664 -0.628143 1.956950
C11 1.018159 -0.560427 1.664093
C12 1.887900 -0.211561 2.918526
O2 2.391494 1.122860 2.598391
S1 3.999584 1.159197 2.615397
O3 4.399369 1.020539 1.266607
O4 4.551962 2.243559 3.299015
O5 4.159148 -0.139546 3.503932
C13 3.080362 -1.132320 3.246420
C14 3.697101 -1.949421 2.069210
C15 3.071254 -3.320550 1.856818
O6 3.363450 -4.252059 2.885498
C16 4.010659 -5.409927 2.440221
C17 3.654447 -6.591742 3.391434
F1 4.558189 -6.767116 4.350252
F2 2.515963 -6.229726 4.028460
C18 3.282842 -7.908264 2.664050
F3 2.271206 -7.650412 1.837881
F4 2.795505 -8.728248 3.611002
C19 4.447437 -8.678977 1.984389
F5 4.091308 -9.973985 1.967558
F6 5.591554 -8.611273 2.662677
C20 4.757984 -8.340319 0.518465
F7 3.712807 -8.531348 -0.277026
F8 5.284839 -7.118852 0.370409
N1 3.088954 -1.863236 4.485843
C21 1.994345 -2.167574 5.057000
C22 1.864584 -1.869904 6.532727
C23 0.819889 -2.865098 4.425534
H1 3.129413 1.291946 -4.300190
H2 3.274411 -0.089646 -3.213861
H3 2.696215 -0.339662 -4.844961
H4 2.027249 1.028512 -1.754490
H5 1.279603 -0.597237 -1.834164
H6 -0.350724 0.690219 -0.681697
H7 0.091139 2.128502 -1.538889
H8 -2.054901 1.605928 -2.259312
H9 -0.988930 1.302729 -3.621745
H10 -1.422806 -1.021476 -3.616176
H11 -2.936130 -0.351966 -3.057252
H12 -0.772983 -1.507702 -1.276230
H13 -2.259631 -2.301842 -1.782102
H14 -3.676809 -0.710704 -0.692072
H15 -2.331588 0.252270 -0.132350
H16 -3.206362 -1.231526 1.654634
H17 -3.042576 -2.643498 0.642351
H18 -0.550090 -2.362154 0.600663
H19 -1.241785 -2.653234 2.196009
H20 -0.728932 -0.620729 3.025166
H21 -1.014812 0.210858 1.490030
H22 1.142696 0.249047 0.951069
H23 1.353289 -1.461943 1.157588
H24 1.159494 0.009999 3.697270
H25 3.486282 -1.376087 1.160869
H26 4.778113 -1.980259 2.157625
H27 3.390091 -3.668660 0.869137
H28 1.983297 -3.245215 1.783591
H29 5.091787 -5.258170 2.530117
H30 3.687352 -5.698651 1.439997
H31 5.519178 -9.053509 0.190435
H32 0.864146 -1.523963 6.783674
H33 1.986440 -2.831486 7.055042
H34 2.662756 -1.228079 6.884423
H35 0.514947 -2.461736 3.464692
H36 1.021671 -3.935246 4.382022
H37 -0.036806 -2.743503 5.094010
C24 -2.502399 5.318405 -7.621009
C25 -2.875430 3.994884 -7.426664
C26 -2.997408 3.490014 -6.142622
C27 -2.746375 4.322764 -5.066079
C28 -2.366620 5.640748 -5.244074
C29 -2.244761 6.138751 -6.531131
N2 -2.898882 3.797099 -3.702471
O7 -3.214020 2.628154 -3.578555
O8 -2.701367 4.558969 -2.772592
H38 -2.413229 5.711844 -8.625638
H39 -3.074254 3.356953 -8.277239
H40 -3.287877 2.460122 -5.993363
H41 -2.167938 6.285300 -4.398875
H42 -1.951870 7.168535 -6.684064
C30 -6.880570 7.152841 0.512130
C31 -5.939230 7.951188 1.147636
C32 -4.804477 8.361444 0.467056
C33 -4.629979 7.968063 -0.847475
C34 -5.555360 7.167113 -1.491674
C35 -6.686546 6.758077 -0.804528
N3 -3.438632 8.420185 -1.580727
O9 -2.631776 9.105561 -0.982311
O10 -3.332799 8.082209 -2.745808
H43 -7.768868 6.837828 1.044690
H44 -6.091318 8.256394 2.174069
H45 -4.072851 8.982355 0.963131
H46 -5.406853 6.860918 -2.516955
H47 -7.419450 6.133387 -1.296896

Force components x, y, z for each atom (eV/Å):
0.14 -0.28 -0.33
0.23 -0.16 0.32
-0.38 0.36 0.49
0.19 0.69 -0.94
0.62 -1.06 0.52
-0.36 0.06 0.32
-0.38 0.14 -0.42
0.06 -0.54 -0.14
0.18 0.37 -0.23
-0.63 0.34 0.50
0.00 -1.12 -0.57
-0.41 0.01 0.60
-1.53 0.80 -1.88
1.11 0.05 0.85
-1.05 -0.95 -0.29
0.34 -0.85 -0.98
0.09 1.27 1.40
0.12 0.76 -0.27
2.48 -1.61 -0.27
-1.45 0.28 -0.30
-0.06 0.25 -0.27
0.03 -0.01 -0.25
0.30 -0.41 0.73
-0.97 1.60 -0.67
0.77 -0.45 0.20
-0.56 -0.30 0.23
0.72 -0.02 1.49
-0.07 0.12 -0.85
0.01 -0.34 0.39
-0.77 -0.08 -0.97
-0.26 -0.52 -0.16
0.36 0.55 0.49
1.39 -1.40 -0.07
-0.92 0.48 -0.30
-0.29 0.83 0.04
-1.23 2.35 -0.20
0.05 -0.11 0.46
0.57 -1.86 0.18
-0.72 0.77 0.67
-0.15 0.09 0.05
-0.06 0.00 0.11
-0.11 0.09 -0.09
0.12 -0.28 0.22
0.21 -0.06 -0.26
0.11 -0.23 -0.01
-0.06 0.02 0.01
-0.15 0.12 0.16
-0.01 0.21 0.02
0.22 0.13 -0.01
0.05 -0.02 -0.14
-0.03 0.01 0.17
0.18 -0.10 0.06
-0.02 0.12 -0.01
-0.01 0.00 0.10
0.12 -0.05 0.15
0.00 -0.02 -0.11
0.06 0.00 0.00
0.23 -0.15 -0.08
0.11 0.30 0.03
0.14 0.24 0.21
0.39 0.03 -0.02
-0.07 -0.06 0.13
0.54 -0.58 0.66
0.24 -0.06 -0.06
0.02 -0.16 0.34
0.18 -0.24 0.13
-0.05 0.05 0.13
0.05 -0.26 -0.48
0.22 0.23 -0.13
0.14 -0.08 0.22
0.04 0.23 -0.12
-0.16 0.14 0.22
-0.09 0.25 -0.12
0.29 -0.22 -0.26
0.24 0.03 -0.29
-0.09 -0.09 -0.13
0.00 0.01 -0.01
0.04 0.13 0.01
-0.08 -0.25 -0.10
0.06 0.10 -0.27
0.09 0.30 0.18
-0.04 -0.13 -0.12
-0.02 -0.04 0.18
-0.52 0.57 -0.33
-0.04 -0.14 -0.15
0.01 -0.01 0.01
0.00 -0.02 0.03
0.01 0.04 0.15
-0.07 -0.12 0.09
0.00 -0.01 0.04
-0.02 -0.01 0.01
-0.07 -0.08 -0.09
0.09 0.15 0.22
-0.23 -0.08 0.12
-0.09 -0.14 -0.24
0.01 0.06 0.13
0.21 0.03 -0.08
-0.15 -0.12 -0.12
0.00 0.06 0.14
0.02 0.00 0.00
0.03 0.01 -0.01
0.08 0.00 -0.14
0.14 0.08 0.02
0.03 0.00 -0.02

Calculated values
SMILES = COCCCCCCCCCC[C@@H]1OS(=O)(=O)O[C@@]1(CCOCC(F)(F)C(F)(F)C(F)(F)C(F)F)N=C(C)C.O=[N+]([O-])c1ccccc1.O=[N+]([O-])c1ccccc1
F_max = 3.0 eV Å⁻¹
molecular weight = 853.82 g/mol
gap between HOMO and LUMO = 8.72 eV
total energy = -94568.9694 eV



# 2
The following is a DFT calculation (ωB97M-V/def2-TZVPD) of a structure of composition C35H47IN4OPSn.

Geometry (Å):
Sn1 -0.395563 -0.040485 0.398397
C1 0.271732 -3.733179 -1.958295
C2 0.804918 -2.796401 -0.902875
C3 0.301485 -2.911152 0.406426
C4 -0.882847 -3.816568 0.646953
C5 0.997366 -2.300992 1.475097
C6 0.759699 -2.779409 2.880557
C7 2.063227 -1.412660 1.193982
C8 2.901010 -0.825470 2.304002
C9 2.431136 -1.165915 -0.137769
C10 3.512682 -0.161851 -0.438830
C11 1.844260 -1.898867 -1.184436
C12 2.358252 -1.779314 -2.591267
H1 -0.668083 -3.400136 -2.397979
H2 0.082834 -4.717731 -1.533915
H3 0.987588 -3.865151 -2.764814
H4 -0.566873 -4.851419 0.804593
H5 -1.561162 -3.814741 -0.203686
H6 -1.468987 -3.540691 1.523140
H7 0.706493 -1.990364 3.627074
H8 1.616919 -3.393711 3.175631
H9 -0.111449 -3.418938 2.977394
H10 2.780555 0.253837 2.398950
H11 3.959212 -0.987965 2.099605
H12 2.692236 -1.274552 3.269946
H13 4.455247 -0.660506 -0.676247
H14 3.706836 0.503872 0.397331
H15 3.246648 0.455748 -1.294995
H16 1.547213 -1.687336 -3.311634
H17 2.930246 -2.671333 -2.858055
H18 3.019809 -0.930562 -2.724178
N1 0.351055 1.779559 1.538685
C13 0.474099 1.902937 3.018354
C14 -0.867364 1.569302 3.645229
C15 -1.136812 0.078700 3.674507
N2 -1.440622 -0.493952 2.309704
H19 1.227480 1.998613 1.060851
H20 -0.289674 2.505606 1.217316
H21 0.797994 2.910751 3.278227
H22 1.245083 1.209599 3.347674
H23 -1.674187 2.102940 3.130108
H24 -0.881892 1.933627 4.673318
H25 -1.989627 -0.172770 4.305848
H26 -0.264726 -0.437507 4.069173
H27 -2.412852 -0.274490 2.083592
H28 -1.427819 -1.512768 2.381728
N3 0.058615 1.064931 -1.115891
P1 -0.852045 1.540811 -2.392118
C16 -1.205219 0.369321 -3.692246
C17 -1.559212 0.879737 -4.943877
C18 -1.882061 0.013063 -5.976792
C19 -1.843732 -1.359555 -5.766437
C20 -1.472665 -1.866951 -4.527418
C21 -1.151714 -1.000007 -3.490841
C22 0.113587 2.862990 -3.102266
C23 1.436513 2.589083 -3.463319
C24 2.189890 3.564523 -4.088752
C25 1.628906 4.809397 -4.357855
C26 0.316406 5.082114 -4.002067
C27 -0.448060 4.110426 -3.371662
C28 -2.433245 2.205721 -1.829119
C29 -2.427074 3.071953 -0.731985
C30 -3.609321 3.618546 -0.260877
C31 -4.812865 3.306876 -0.886876
C32 -4.825402 2.461004 -1.985914
C33 -3.638245 1.912191 -2.460360
H29 -1.569954 1.949166 -5.118019
H30 -2.150394 0.408017 -6.946893
H31 -2.083839 -2.037090 -6.574482
H32 -1.413259 -2.939334 -4.391291
H33 -0.815911 -1.377326 -2.533379
H34 1.865853 1.615389 -3.259338
H35 3.212409 3.359438 -4.374748
H36 2.220572 5.568597 -4.851642
H37 -0.115429 6.049467 -4.218723
H38 -1.473546 4.327622 -3.101197
H39 -1.483802 3.365951 -0.284539
H40 -3.596035 4.312956 0.569014
H41 -5.735153 3.748227 -0.532827
H42 -5.757093 2.244602 -2.491929
H43 -3.660064 1.262765 -3.326194
N4 -3.804015 -1.616586 -1.572454
C34 -3.614429 -0.902565 -0.484638
O1 -2.464517 -0.479551 -0.178147
C35 -4.788471 -0.562194 0.366846
I1 -4.842552 -1.897536 2.036284
H44 -3.029705 -1.820909 -2.192685
H45 -4.723326 -1.941927 -1.832727
H46 -5.732192 -0.658054 -0.161075
H47 -4.679628 0.447222 0.754244

Force components x, y, z for each atom (eV/Å):
0.29 -0.45 0.69
0.10 -0.06 0.01
0.04 -0.03 -0.09
-0.35 0.01 -0.40
-0.01 -0.03 0.09
-0.48 0.23 0.15
0.10 -0.03 0.14
0.06 0.60 -0.06
0.06 -0.10 0.08
0.08 0.16 -0.39
0.02 0.02 0.01
0.02 -0.15 0.06
0.05 0.03 -0.03
-0.03 -0.01 0.02
0.04 -0.01 0.01
-0.04 0.05 -0.03
0.02 0.00 -0.01
0.02 0.00 -0.02
-0.01 0.03 0.00
0.04 -0.03 -0.06
-0.01 -0.01 -0.04
-0.04 0.01 0.01
0.04 0.02 -0.03
0.00 -0.04 0.00
-0.03 0.02 0.01
0.00 -0.01 -0.01
0.01 0.00 0.01
-0.03 0.01 0.02
-0.05 -0.02 -0.02
0.00 -0.01 0.00
0.00 -0.01 0.00
0.21 -0.02 0.05
-0.12 -0.01 -0.08
-0.01 0.00 0.14
0.06 -0.01 -0.16
0.02 0.08 0.05
0.00 0.02 0.02
0.02 -0.02 -0.12
-0.03 0.01 -0.05
-0.03 0.02 0.11
-0.01 0.03 0.03
0.01 -0.04 0.01
0.00 0.06 0.02
-0.08 0.02 -0.01
-0.01 -0.05 0.02
-0.06 -0.01 0.00
0.03 -0.32 -0.44
0.21 0.26 0.64
0.03 0.17 -0.16
0.02 -0.05 0.00
-0.01 -0.03 0.04
-0.01 0.03 -0.01
0.00 -0.04 0.01
0.00 -0.13 -0.06
-0.08 0.02 -0.06
-0.03 0.00 0.00
0.01 0.01 0.01
0.00 0.01 0.00
0.01 0.00 0.00
0.01 -0.01 0.02
0.00 0.02 -0.10
-0.02 0.00 0.00
-0.01 -0.01 0.02
-0.01 0.01 0.00
0.01 -0.02 0.01
-0.02 -0.05 0.05
0.00 0.00 0.00
0.00 0.00 -0.01
0.00 0.00 -0.01
0.01 -0.01 0.00
0.03 -0.03 0.08
0.00 -0.01 -0.01
0.00 0.00 0.00
0.00 0.00 0.00
0.00 0.00 0.00
-0.01 -0.01 -0.01
0.02 0.04 -0.03
0.00 0.01 0.00
0.00 0.00 0.00
-0.01 0.00 0.00
0.01 0.01 -0.02
-0.04 -0.05 0.09
0.03 0.07 -0.33
0.05 -0.21 0.16
-0.07 0.06 0.02
0.00 0.00 0.01
-0.03 0.05 -0.03
0.00 0.00 0.01
-0.01 -0.03 0.02
-0.02 0.01 -0.04

Calculated values
relative energy (zero: lowest compared OMol25 entry of this formula, charge and spin) = 20.1 kcal per mole
F_max = 0.9 eV Å⁻¹
total charge = +3
molecular weight = 816.38 g/mol
gap between HOMO and LUMO = 6.15 eV
total energy = -68263.6691 eV